Computed, not measured: a cluster of 8 separate species, C24H69N9O8 in total in a non-equilibrium geometry, with ωB97M-V/def2-TZVPD.

Geometry as XYZ:
```
110
Properties=species:S:1:pos:R:3:mulliken_charge:R:1
H -5.881 0.321 -0.237 0.3642
O 0.411 0.225 5.400 -0.4215
H 0.014 0.316 7.438 0.2559
C -0.238 0.829 6.533 -0.7606
H 3.573 0.015 4.990 0.3539
H -4.464 -1.451 -3.010 0.4410
H -0.811 -3.998 2.374 0.3207
H -2.268 -2.912 -2.081 -0.1068
H -0.766 -0.198 -1.992 -0.4920
H 4.091 -3.300 0.730 0.4943
H 4.933 1.983 -4.406 0.3794
N -2.006 -3.864 -2.197 -0.6499
H -3.865 -2.024 -0.629 0.2855
H 0.068 6.441 2.071 0.2997
C -1.663 3.055 0.440 2.3583
H -1.119 -1.105 -4.090 0.0611
H 3.986 1.325 -5.742 0.4227
H 3.539 -1.097 3.592 0.5451
H 3.443 -1.456 -4.453 0.4126
C -1.699 -3.681 1.843 -0.2775
H 0.154 -3.832 -3.559 0.4901
O 5.453 0.055 -5.070 -0.2852
H -2.621 -4.012 2.248 0.3357
H 0.439 1.856 4.134 0.2917
C -0.905 6.066 2.414 -0.8311
H 2.094 2.075 -4.377 0.2307
O 2.170 -3.059 2.350 -0.6304
H -1.310 0.718 6.317 0.1921
N -1.792 0.110 3.190 0.3774
O -2.581 -0.849 -2.717 -0.0918
H 2.396 -1.112 -3.062 -0.1017
H 2.822 2.220 3.160 0.2282
C 1.107 1.136 4.636 -1.2492
O -1.658 -4.256 0.555 -0.4760
C 3.291 -2.814 0.183 -1.4753
H -1.481 6.946 2.598 0.3228
C -2.203 -0.890 -4.099 -0.7352
H -1.018 3.414 2.406 0.4276
C -0.556 -3.768 -0.201 0.7566
C -2.986 0.336 3.754 0.2634
H -5.849 -1.239 0.499 0.3721
H 1.217 -0.169 2.915 -1.2709
O -0.181 -0.142 0.265 0.0416
N 0.169 0.237 -1.934 0.6632
H -0.524 -5.312 -1.636 0.3165
H -0.261 4.033 -0.925 0.3669
H 0.619 -2.675 -2.389 -0.2329
O -1.597 5.183 1.528 -0.4004
C 6.402 0.471 -6.071 -0.7634
C -5.645 -0.697 -0.411 -1.5589
C -0.969 3.947 1.472 -1.1985
N -3.100 2.922 0.546 -0.5802
H 7.038 1.312 -5.793 0.2870
H -0.716 5.630 3.393 0.3064
H -3.394 2.484 1.394 0.1355
H -2.725 -4.352 -1.576 0.4448
H 1.985 -0.599 -4.773 0.2841
O -3.143 0.320 4.962 -0.7291
H 1.660 1.227 0.705 0.2159
H 2.749 -3.518 -0.456 0.1399
H -4.356 0.216 -2.675 0.4548
C 1.912 0.393 3.560 2.4545
H -1.660 -2.600 1.790 -0.1162
H 2.477 -1.283 4.990 0.3548
C 2.769 -0.695 -3.997 -0.9980
H 2.177 1.530 -0.982 0.1288
H 2.839 -1.234 1.529 -0.0106
H -2.412 -0.119 -0.214 -0.7627
N -3.964 0.620 2.794 -0.1758
H 1.384 -4.194 -2.290 0.5372
C 2.373 -2.189 1.199 1.4452
H 3.800 -2.126 -0.476 0.2661
N 1.500 1.189 -0.282 -0.1280
H -0.473 -2.695 -0.046 -0.9047
C -1.239 3.535 -0.957 -1.4603
N -3.420 -0.111 -0.017 0.2715
H -1.961 4.324 -1.263 0.3526
H -3.783 0.842 -0.170 0.2406
H 1.771 -2.442 2.980 0.3156
H -6.318 -1.071 -1.203 0.4372
H -1.092 -0.291 3.812 0.1878
H -0.052 1.906 6.629 0.3663
H -1.782 -0.088 2.174 -0.4423
C -0.674 -4.240 -1.631 0.0550
H -1.265 2.709 -1.711 0.1494
H -3.900 0.357 1.837 0.2849
H -1.296 2.028 0.635 -1.0277
C -4.172 -1.013 -0.873 0.5226
H 5.787 0.855 -6.871 0.3396
H 6.939 -0.445 -6.349 0.2336
H -4.921 0.759 3.144 0.2152
C 0.449 0.441 -0.619 -0.1986
H 3.499 0.860 2.508 0.2367
H 1.831 1.652 5.229 0.8050
H 0.564 0.729 -2.731 0.1070
H 0.419 -4.113 0.156 0.5753
N 2.575 1.733 -3.536 -0.6349
N 2.635 1.327 2.711 -0.5305
C 0.458 -3.723 -2.546 -1.1624
H -2.672 -1.760 -4.594 0.3472
C 2.918 -0.544 4.284 -1.8380
H 4.027 0.520 -2.700 0.1675
C 4.491 1.063 -4.817 -0.8271
C 3.535 0.616 -3.700 0.6018
H 1.390 -1.898 0.758 -0.4834
H 0.050 4.077 1.156 0.5436
H -2.467 0.013 -4.659 0.2652
H 2.918 2.632 -3.231 0.2477
C -3.976 -0.751 -2.377 -1.3006
H -3.461 3.871 0.490 0.3255
```

* total charge: 0
* HOMO: -8.82 eV
* ΔE to the lowest compared entry with this formula, charge and spin: 0.0 kJ/mol
* SMILES: COC[C@H](C)N.COC[C@H](C)N.COC[C@H](C)N.COC[C@H](C)N.COC[C@H](C)N.NC(N)=O.NC(N)=O.CCO
* HOMO-LUMO gap: 9.19 eV
* E_LUMO: 0.4 eV


Computed, not measured: a cluster of 10 separate species, C24H69NO20 in total in a non-equilibrium geometry, with ωB97M-V/def2-TZVPD.

Geometry as XYZ:
```
114
Properties=species:S:1:pos:R:3:mulliken_charge:R:1
H -1.040 4.951 -0.795 0.0717
O -2.106 -3.418 -0.232 -0.5280
H -3.271 5.745 -0.082 0.4063
C -4.491 -1.500 -0.878 -0.0501
H 1.425 -0.423 -2.825 0.0970
C -2.692 5.073 0.567 -0.8764
H 4.527 -1.193 0.517 0.4080
H 0.822 2.232 1.399 0.0712
H 2.689 -4.432 -4.108 0.4382
C 3.296 -4.042 -3.286 -0.9900
H 1.136 1.555 5.572 0.3543
H 1.616 -3.153 -2.251 -0.7384
O -4.580 0.118 2.357 -0.6326
H 2.183 3.088 -3.100 0.3977
C 0.203 3.353 -3.889 -0.5467
C -3.613 1.318 4.109 -0.5327
H -2.815 1.108 2.007 -0.3655
H 1.086 5.174 1.389 0.3591
H -0.366 -6.548 -2.355 0.1229
O 0.027 1.701 1.286 -0.5624
O -4.236 2.551 3.823 -0.5342
H -2.654 1.597 4.562 0.1041
H 2.763 0.177 -0.057 0.0760
H -4.128 -2.049 -0.007 0.0059
H -5.395 -3.367 -1.680 0.2558
H 0.840 -0.082 0.527 0.0297
H 1.958 3.441 3.746 0.2705
H -6.092 -1.997 -2.341 0.3461
N 3.126 -5.174 -2.348 -0.2850
H 3.793 -1.041 3.121 0.5097
H 0.392 2.387 -4.378 0.0867
H -0.494 -7.311 -0.769 0.2549
H 1.066 -0.513 -4.563 0.3262
H 2.946 -6.922 -3.524 0.2127
H 0.248 -2.170 0.198 -0.6409
H -1.029 -8.090 -2.289 0.3538
H 1.433 -6.055 -3.292 0.3502
H 2.055 -6.807 -0.667 0.3919
H -1.235 3.674 1.490 0.0941
H -4.127 0.685 4.829 0.4034
C 2.532 -2.835 -2.764 1.1564
H 0.493 2.377 3.390 -0.5797
C 3.542 -1.240 0.994 -0.6480
C 2.733 5.059 0.241 0.0877
O 1.800 1.787 4.904 -0.6079
H -0.922 6.178 0.435 0.4357
H -5.192 2.478 3.882 0.3265
O 2.204 -2.056 -3.906 -0.5180
H -1.198 2.757 -2.742 0.3627
H 1.130 -3.116 -0.837 -0.8563
H 0.978 1.290 -0.442 -0.2123
H -0.247 2.776 6.720 0.3192
H 2.910 -7.982 -1.667 0.3117
C -0.241 -7.497 -1.815 -0.6066
H -2.243 -4.055 0.472 0.3192
H -0.989 -3.074 -1.870 0.1013
H -3.003 5.365 1.576 0.3712
H -7.533 -2.572 -0.932 0.3084
H -0.365 4.234 4.337 0.2124
H 0.280 -1.703 -3.513 0.1846
O 1.586 5.034 -2.707 -0.5255
C 1.171 2.798 4.142 1.0127
O -3.484 -1.492 -1.891 -0.5245
H 2.338 -0.317 2.609 0.1417
O -1.131 3.461 -3.411 -0.5433
H 3.298 5.873 -0.218 0.3597
H 0.240 4.040 -4.740 0.3473
C 2.382 -6.322 -2.809 -0.3702
H -4.431 -0.630 1.768 0.1912
O 0.617 -4.167 0.900 -0.5628
O -3.145 3.723 0.349 -0.5156
H -4.770 -0.529 -0.469 0.4777
H 3.516 -2.314 1.194 0.3693
C -0.886 -3.642 -0.940 0.2198
H 2.041 4.752 -0.550 -0.2982
H 0.993 3.306 -1.851 -0.7726
H 2.360 5.239 -3.236 0.3183
H -1.152 -0.314 -1.193 0.2940
C 0.250 3.658 5.031 -0.6789
C 0.251 0.792 0.215 1.1525
O 0.988 -8.149 -2.036 -0.3615
C 2.067 -7.289 -1.645 -0.6160
C 3.374 -0.467 2.283 -0.3566
H 4.456 3.837 -0.276 0.3670
H -2.814 -2.100 -1.522 0.2134
H 4.322 -3.889 -3.612 0.2858
C -3.261 0.551 2.831 0.8629
H -0.144 -4.384 1.442 0.4091
O -0.551 4.264 1.151 -0.0939
O 3.850 0.888 2.190 -0.7344
H -2.641 -0.325 3.038 0.2979
H 3.115 -2.203 -2.084 0.1696
H 4.139 4.084 1.436 0.3599
C -1.067 0.484 -0.469 -0.2154
O -1.535 1.746 -1.026 -0.3556
H -0.881 -4.692 -1.252 -0.1364
H 2.991 -4.929 -1.382 0.2489
C 0.341 -3.224 -0.080 1.6297
H 3.334 2.025 1.060 0.2821
C 1.275 3.650 -2.850 0.8874
C 1.178 -1.093 -3.649 -0.4226
H 3.540 1.152 3.069 0.2695
O 2.020 5.411 1.397 -0.6563
O 2.869 2.701 0.520 -0.1666
H -1.900 2.357 -0.385 -0.0107
C -1.256 5.150 0.260 -0.0621
C 3.662 3.887 0.470 -0.5810
H -4.048 3.653 0.668 0.2602
O 2.554 -0.760 0.067 -0.1607
H -1.797 0.499 0.351 -0.4700
C -5.643 -2.335 -1.397 -0.5538
H 0.776 4.413 5.616 0.4270
O -6.718 -2.481 -0.439 -0.5366
O -0.576 2.805 5.817 -0.5566
```

* total charge: 0
* HOMO: -8.53 eV
* ΔE to the lowest compared entry with this formula, charge and spin: 200.5 kJ/mol
* SMILES: COCCNCCOC.OCCO.OCCO.OCCO.OCCO.OCCO.OCCO.OCCO.OCCO.OCCO
* HOMO-LUMO gap: 8.51 eV
* E_LUMO: 0.0 eV


Computed, not measured: a cluster of 16 separate species, C24H70BNO24PS2 in total in a non-equilibrium geometry, with ωB97M-V/def2-TZVPD.

Geometry as XYZ:
```
123
Properties=species:S:1:pos:R:3:mulliken_charge:R:1
H -2.953 -0.036 0.408 -0.4074
S 1.309 -1.127 3.746 0.8235
H -3.961 -3.487 -0.311 0.5278
H 3.285 6.002 4.278 -0.0532
C -4.035 -0.109 0.513 0.5899
H 0.747 1.729 -1.816 -0.0474
H -0.628 -4.753 -0.056 0.2164
H 3.927 -0.573 -0.114 0.1753
H 2.418 -0.404 -3.317 0.5057
C 2.806 6.158 3.315 -0.3617
H -0.526 0.155 6.526 0.3050
H 2.199 -2.865 2.305 0.7657
H 2.868 6.863 0.155 0.5010
H -0.136 -2.876 -3.114 0.3173
H -3.818 -2.554 -3.790 0.5216
C 1.421 -0.898 -1.519 0.8944
H -3.625 0.464 2.586 0.3069
O -3.434 -0.270 -2.375 -0.7722
C 1.469 5.281 -0.170 -1.1527
C -4.485 0.314 1.933 -1.4223
O -1.689 2.627 -2.603 -0.6149
H -2.364 -2.324 -4.870 0.4566
O 0.023 -3.659 -3.656 -0.7651
H 3.109 4.331 1.645 0.4184
H -2.242 -3.238 -3.387 0.2773
H 3.006 -0.907 1.864 0.1427
H -0.054 -7.186 -2.848 0.3085
C 1.941 3.470 -1.919 -0.7749
H 3.526 5.629 -0.879 -0.1972
H -2.123 1.806 -2.879 0.1937
H -5.206 -0.380 2.358 0.2890
C -0.987 -1.263 -1.747 0.4717
B -3.251 -4.848 1.952 0.0839
H -4.984 1.279 1.868 0.3172
H -2.537 -6.024 -5.031 0.3249
C 1.213 -2.584 2.680 -1.8871
H 0.941 -3.383 3.375 0.6259
C 3.612 5.226 1.262 -0.5649
H 0.466 -1.429 4.771 0.1243
H 4.931 4.438 5.936 0.3390
H -3.596 -2.455 -1.609 -0.4216
O -2.374 -5.532 1.131 -0.4346
H 3.126 2.426 -5.196 0.2656
H -0.055 -0.655 7.739 0.3201
H 0.258 -0.427 -3.231 0.4241
H -6.035 -2.694 4.316 0.2824
H -1.197 -3.309 3.096 0.5755
H 2.737 3.861 -4.893 0.3110
C -1.081 -2.900 2.103 -0.6665
H -7.370 2.304 3.150 0.2979
N -2.186 -2.880 1.327 0.5314
O -6.892 2.803 2.481 -0.5964
C 2.847 1.108 -1.859 -0.2672
H -1.596 3.126 -3.420 0.2691
H -2.349 3.488 0.525 0.2648
H 2.908 -5.014 -1.993 0.2770
H 3.006 3.701 -1.928 0.1293
H 0.973 5.916 -0.910 0.3722
H 0.413 -5.480 -0.876 0.2159
H -4.792 -5.890 2.511 0.3191
O -3.306 -3.440 1.910 0.2396
H -4.438 0.642 -0.159 0.4546
H 5.173 5.819 -3.374 0.2542
O 4.828 7.092 6.823 -0.6336
H 4.624 4.916 0.981 0.2637
H 2.305 7.131 3.366 0.2909
C 0.113 -2.441 1.663 0.6156
O -1.701 -0.059 -3.972 -0.8373
O 2.554 -5.841 -2.340 -0.5859
O -0.832 -0.246 7.344 -0.6086
C -3.580 -2.485 -0.531 0.0181
C 0.187 -1.878 0.333 0.3278
H 3.782 1.493 -2.265 0.5957
O 0.874 0.039 3.037 -0.4007
H -1.461 -5.027 -4.657 0.2483
H 2.882 1.162 -0.766 0.0775
C -1.029 -1.847 -0.427 -0.5586
H 2.960 -3.895 -5.468 0.2737
H 1.742 -3.455 -4.635 0.3019
C 2.910 5.780 0.011 -0.0840
O 3.773 6.198 2.279 -0.4422
O 3.981 4.337 5.795 -0.6694
H 3.871 3.397 5.626 0.2613
O -4.041 -5.425 2.904 -0.4237
H 3.507 -0.993 -2.052 0.7333
O -0.821 -6.686 -3.148 -0.6040
O -2.402 -5.086 -4.864 -0.6044
P 3.067 -1.430 0.572 0.6574
H 1.813 3.217 0.239 0.1592
H 2.999 -5.939 -3.189 0.2915
O 2.614 -3.862 -4.571 -0.5733
C 1.421 -1.390 -0.229 0.5947
H 1.540 1.944 -3.371 0.1272
H 2.036 5.400 3.161 0.2692
H -0.922 -5.971 -2.506 0.3331
H 0.277 3.555 -0.543 -0.1517
O -5.594 -2.650 3.461 -0.5543
O -2.608 2.661 0.107 -0.5457
C -2.747 -2.396 -3.859 -1.2710
H 4.424 6.238 6.635 0.3589
O 3.568 -2.835 0.562 -0.7856
O 2.622 -1.121 4.328 -0.6243
H 0.707 -4.145 -3.169 0.2564
H -2.820 -5.892 0.352 0.3115
H -2.318 2.750 -0.816 0.3480
H 1.484 4.137 -2.655 0.5642
H -5.152 -1.960 0.864 0.5124
H 5.650 5.105 -2.120 0.2833
O 4.874 5.524 -2.507 -0.5883
O -0.212 -4.742 -0.928 -0.3731
H -7.389 3.622 2.390 0.2947
H -4.960 -3.372 3.490 0.3142
H 0.950 5.438 0.782 0.3909
C 1.693 2.000 -2.293 0.1855
H 4.854 7.542 5.973 0.3298
O 3.282 3.137 -4.566 -0.5626
S -2.289 -0.923 -2.962 2.1825
C 0.207 -0.844 -2.234 -1.0652
C 2.631 -0.378 -2.248 -2.4324
C 1.342 3.805 -0.558 0.2578
C -2.243 -2.383 0.097 -0.3611
C -4.614 -1.465 0.055 -1.3963
H -5.348 -1.310 -0.734 0.4871
```

* total charge: +1
* HOMO: -10.61 eV
* HOMO-LUMO gap: 6.08 eV
* E_LUMO: -4.5 eV


Computed, not measured: a cluster of 11 separate species, C24H70N6O11 in total in a non-equilibrium geometry, with ωB97M-V/def2-TZVPD.

Geometry as XYZ:
```
111
Properties=species:S:1:pos:R:3:mulliken_charge:R:1
C 1.943 7.777 -1.524 -1.1765
N -2.420 0.421 -7.620 -0.3618
C -2.252 -6.124 2.197 0.6292
H 5.019 5.447 6.630 0.3734
H -8.262 -5.160 -2.187 0.3327
O 0.646 6.217 -2.789 -0.5205
C 3.068 4.910 7.439 0.6166
C -2.371 -0.980 9.265 -1.2328
H -6.491 4.801 0.452 0.3377
H 1.684 7.647 -3.689 0.2301
O 6.349 -8.295 4.654 -0.6853
H -6.247 -3.617 -2.273 0.2927
H -2.850 1.292 -7.340 0.2461
H -1.817 -0.696 8.370 0.3337
H 2.938 5.471 -3.973 0.3592
H 1.157 4.619 6.414 0.3344
H -6.352 -5.212 -5.141 0.3568
H -6.273 3.086 0.603 0.2728
H 4.603 0.945 -10.782 0.3962
H -0.192 -1.926 10.746 0.3369
H -5.486 -2.945 -3.677 0.3218
H -8.780 4.067 -1.549 0.3331
O -1.006 0.680 -5.934 -0.6597
H -1.460 -5.154 0.578 0.1623
O -6.185 4.251 -2.468 -0.5510
N -1.052 -1.077 -7.230 -0.4234
H 1.216 8.577 -1.386 0.3294
H -0.300 -1.415 -6.647 0.2275
H 4.003 6.494 -2.942 0.3565
O 3.542 5.592 8.513 -0.5590
C -6.687 3.460 -1.396 0.5608
H -8.502 2.509 -0.639 0.3373
N 4.393 -9.112 4.870 -0.3720
H 0.961 5.311 -2.827 0.3065
C -1.746 -0.433 10.584 0.4216
O 1.161 -1.253 -0.481 -0.5381
C 4.303 1.082 -9.744 -1.5133
H -3.260 -0.380 9.071 0.3457
H 4.253 2.171 -9.733 0.3676
O 9.094 -1.732 -3.427 -0.6349
H 3.607 5.667 5.519 0.2574
H -9.100 -5.468 -3.703 0.3163
H 2.935 5.226 -2.239 0.3693
C 5.239 -8.491 4.213 0.6759
O -2.759 0.002 11.390 -0.5515
C -8.116 -5.333 -3.253 -1.1600
C 1.849 7.001 -2.826 0.4539
H -8.453 2.458 -2.268 0.3116
H 1.437 -0.096 1.998 0.3433
H 1.160 1.065 0.676 0.2886
H 1.834 7.073 -0.700 0.2609
C 1.863 0.349 1.099 -1.2680
C -8.197 3.150 -1.466 -1.1813
H 0.939 -0.634 -1.181 0.3442
C -6.101 3.927 -0.069 -1.2889
C 2.272 -0.684 0.026 0.5101
H 5.238 -7.258 2.591 0.2004
O -2.383 -7.072 2.881 -0.6091
C 3.043 5.983 -3.016 -1.3097
H 4.922 0.552 -7.756 0.2472
C 4.064 5.046 6.290 -1.1395
O 5.176 -1.024 -9.037 -0.5663
H 7.118 1.493 -8.414 0.2915
C -5.948 -3.855 -3.294 -1.1141
H -0.509 -1.252 12.286 0.3159
C -1.468 0.082 -6.873 0.6235
H 4.087 -1.057 0.845 0.3803
H -2.869 -4.382 1.574 0.1412
H 3.916 -8.223 2.694 0.1561
H -1.678 -1.697 -7.723 0.1733
H -5.213 -4.653 -3.402 0.3409
C 3.209 -1.667 0.632 -1.3326
H 2.717 0.873 1.528 0.3580
H -7.971 -3.338 -4.103 0.2669
H 3.453 -9.141 4.502 0.1730
C -7.327 -4.207 -3.967 0.2835
H 3.079 3.868 7.760 0.1968
H 3.290 0.683 -9.806 0.3445
H 3.553 -2.410 -0.088 0.3189
H -5.063 4.239 0.050 0.4021
H 4.439 5.262 8.611 0.3147
H 1.053 5.365 8.005 0.3375
H -0.758 -6.704 1.007 0.2004
H -1.700 -2.361 11.576 0.3273
N -1.450 -5.983 1.154 -0.3689
H 1.713 6.322 6.704 0.3675
H 4.250 -1.274 -9.069 0.2857
H 8.960 -1.687 -2.481 0.3183
H -3.645 -4.868 3.048 0.2017
C -1.007 -1.547 11.362 -1.2805
O -7.073 -4.588 -5.249 -0.5293
H 8.769 -0.894 -3.756 0.3166
H -5.256 4.281 -2.229 0.3250
H 4.354 4.118 5.796 0.2895
N -2.939 -5.031 2.344 -0.3555
H -2.519 -2.055 9.171 0.2861
C 6.705 0.741 -9.086 -1.1850
H 2.699 -0.171 -0.835 0.2460
H 2.903 8.291 -1.471 0.3408
H 4.760 -9.464 5.742 0.2322
H -1.244 0.528 10.472 0.3647
H -2.809 -0.370 -8.113 0.1751
H -2.460 0.848 11.731 0.3328
H -6.159 2.508 -1.452 0.1410
H 3.030 -1.993 1.657 0.3481
N 4.782 -7.967 3.146 -0.3801
H 6.741 1.295 -10.024 0.3173
H -7.628 -6.305 -3.324 0.2918
C 5.254 0.397 -8.783 0.6777
C 1.654 5.307 7.098 -1.3892
H 7.393 -0.105 -9.113 0.3367
```

* total charge: 0
* HOMO: -9.54 eV
* ΔE to the lowest compared entry with this formula, charge and spin: 704.3 kJ/mol
* SMILES: NC(N)=O.NC(N)=O.NC(N)=O.CC(C)O.CC(C)O.CC(C)O.CC(C)O.CC(C)O.CC(C)O.CC(C)O.O
* HOMO-LUMO gap: 9.47 eV
* E_LUMO: -0.1 eV